# 1
59
Properties=species:S:1:pos:R:3:lowdin_charge:R:1 method="wB97M-V/def2-TZVPD" largest_force_ha_per_bohr=0.03572 e_homo_ev=-9.02 e_above_lowest_kj_mol=0.00
C 5.603 1.489 -0.240 -0.0526
C 4.380 1.979 0.508 -0.2338
O 3.224 1.706 -0.288 0.0912
B 2.042 1.929 0.348 -0.5406
O 1.788 3.142 0.993 0.1627
C 0.869 0.814 0.414 -0.1928
C 1.530 -0.580 0.381 -0.0601
C 1.974 -1.080 -0.973 -0.3941
O 1.978 -0.433 -1.972 0.1577
C 2.467 -2.500 -0.974 -0.1566
C 1.517 -3.524 -0.972 -0.0317
C 1.928 -4.856 -0.946 -0.0720
C 3.284 -5.165 -0.907 -0.0854
C 4.228 -4.139 -0.925 -0.0753
C 3.824 -2.806 -0.952 -0.0203
O 0.000 1.129 -0.662 -0.0386
C -1.339 0.829 -0.622 -0.7026
Br -1.513 -1.121 -1.176 0.9018
O -1.884 1.669 -1.560 -0.0954
C -3.022 1.241 -2.311 -0.2867
C -2.657 0.700 -3.692 -0.0850
C -2.002 1.076 0.760 -0.3663
C -1.912 -0.108 1.751 -0.2215
P -3.321 -1.256 1.889 0.3581
O -4.273 -1.274 0.775 -0.3000
O -3.943 -1.014 3.324 -0.1302
O -2.640 -2.683 2.097 -0.1243
N -3.353 1.623 0.597 -0.1584
P -4.074 2.258 2.023 0.7601
N -3.502 3.879 2.096 -0.1663
O -5.609 2.556 1.507 -0.2868
H 6.456 1.368 0.416 0.0777
H 5.845 2.183 -1.039 0.0817
H 5.344 0.546 -0.711 0.0688
H 4.483 3.041 0.727 0.1220
H 4.325 1.461 1.470 0.1228
H 1.943 3.051 1.938 0.1106
H 0.461 0.952 1.415 0.1305
H 0.947 -1.369 0.856 0.1116
H 2.447 -0.499 0.969 0.1377
H 0.465 -3.287 -0.994 0.0673
H 1.185 -5.637 -0.928 0.1006
H 3.613 -6.190 -0.864 0.0983
H 5.281 -4.371 -0.892 0.0996
H 4.541 -1.999 -0.950 0.1073
H -3.693 0.588 -1.763 0.0978
H -3.603 2.146 -2.480 0.1179
H -2.777 -0.374 -3.755 0.0464
H -3.277 1.176 -4.443 0.0702
H -1.628 0.982 -3.899 0.0862
H -1.379 1.848 1.221 0.1328
H -0.989 -0.643 1.586 0.0527
H -1.819 0.334 2.743 0.0923
H -4.743 -0.485 3.231 0.0637
H -2.426 -3.029 1.222 0.0660
H -3.315 2.406 -0.056 0.0802
H -2.927 4.104 1.286 0.0303
H -4.304 4.506 2.061 0.0301
H -6.050 1.714 1.343 0.0429

***

# 2
55
Properties=species:S:1:pos:R:3:lowdin_charge:R:1 method="wB97M-V/def2-TZVPD" largest_force_ha_per_bohr=0.17654 e_homo_ev=-6.53
C -4.118 0.268 3.179 -0.1351
C -3.272 1.310 2.181 -0.2680
C -1.837 0.596 1.837 -0.5269
Cl -0.641 1.110 3.207 0.6353
C -1.204 0.975 0.372 -0.0249
N -0.105 0.435 -0.308 0.0308
C 0.655 -0.696 0.350 -0.1158
C 2.003 -0.244 1.169 -0.0827
C 3.292 -0.869 0.357 -0.3039
N 3.389 -2.377 0.047 0.0622
O 4.314 -0.123 -0.089 -0.0553
C 0.202 1.016 -1.704 -0.2028
C 0.650 -0.016 -2.900 -0.0659
C -0.410 -1.232 -3.195 -0.1739
O -1.763 -0.785 -3.588 -0.1290
C -2.496 -1.923 -4.173 -0.2903
C -2.919 -3.139 -3.115 -0.0236
O -2.794 -2.046 -5.473 0.0045
B 1.423 2.158 -1.795 -0.3864
O 2.353 2.464 -0.673 0.0551
O 1.670 2.937 -3.059 0.0493
C -1.121 1.990 -2.019 -0.0813
C -1.874 2.141 -0.568 -0.0677
H -4.936 0.826 3.817 0.0899
H -4.640 -0.581 2.522 0.0899
H -3.378 -0.285 3.898 0.0815
H -3.142 2.302 2.825 0.1202
H -3.944 1.552 1.253 0.1033
H -1.978 -0.578 2.000 0.1293
H 0.988 -1.438 -0.523 0.1139
H 0.006 -1.358 1.084 0.1482
H 2.081 0.902 1.403 0.1374
H 1.962 -0.791 2.228 0.1073
H 2.575 -2.814 0.576 0.0838
H 3.135 -2.514 -0.977 0.0859
H 1.700 -0.513 -2.628 0.1514
H 0.852 0.565 -3.922 0.1537
H 0.013 -1.845 -4.127 0.1572
H -0.447 -2.017 -2.307 0.1270
H -2.686 -2.781 -2.019 0.0804
H -2.201 -4.054 -3.324 0.1060
H -4.058 -3.449 -3.220 0.1099
H 3.285 2.456 -1.090 0.1424
H 0.952 2.745 -3.733 0.1003
H -1.747 1.756 -2.982 0.1379
H -0.798 3.120 -2.229 0.1316
H -2.094 3.203 -0.123 0.1539
H -2.947 1.676 -0.811 0.1354
C 4.295 0.094 4.358 -0.0461
C 2.932 -0.142 4.985 -0.7687
O 2.018 -0.472 4.179 -0.1614
O 2.889 0.024 6.236 -0.0835
H 4.269 -0.065 3.275 0.0419
H 4.619 1.121 4.549 0.0679
H 5.027 -0.596 4.790 0.0685

***

# 3
53
Properties=species:S:1:pos:R:3:lowdin_charge:R:1 method="wB97M-V/def2-TZVPD" largest_force_ha_per_bohr=0.29826 e_homo_ev=-7.83 e_above_lowest_kj_mol=1637.75
C -5.773 -1.503 0.947 -0.1200
C -4.318 -1.400 1.552 -0.2161
C -3.472 -0.126 1.023 -0.1770
C -3.205 -0.311 -0.460 -0.1780
C -2.449 -1.698 -1.007 -0.0808
C -1.189 -1.750 -0.085 -0.2409
C -0.389 -2.928 -0.554 -0.2144
H -0.866 -3.721 -0.748 0.0170
H -0.177 -2.587 -1.876 0.2013
C 1.092 -2.972 -0.029 -0.0553
C 1.878 -1.535 -0.305 -0.4284
O 1.762 -1.008 -1.463 -0.0278
N 2.821 -1.604 0.569 0.1042
H 2.871 -1.950 1.515 0.1444
C 3.813 -0.409 0.500 -0.5223
N 3.375 0.662 -0.081 -0.0066
C 3.069 1.728 0.365 -0.9759
N 2.294 2.656 -0.413 -0.1814
C 2.093 4.160 -0.133 -0.0853
H 2.583 4.378 0.898 0.0746
C 0.461 4.107 0.222 -0.3789
H 0.091 5.228 0.708 0.1692
O -0.311 3.817 -0.710 -0.1405
C -0.041 2.450 -1.003 -0.1330
H -0.637 2.334 -2.257 0.1985
C 1.578 2.310 -1.613 -0.1166
H 1.698 1.077 -1.913 0.1520
H 1.720 3.118 -2.481 0.1449
H -0.244 1.652 -0.244 0.1027
H 0.367 3.426 1.256 0.1576
H 2.190 4.843 -0.957 0.0960
S 3.460 2.298 1.720 0.8281
H 3.122 0.435 -1.090 0.1584
H 3.964 -0.116 1.620 0.1287
C 5.129 -1.065 0.145 -1.7047
Cl 6.456 0.453 0.170 0.4322
Cl 5.670 -2.296 1.077 0.7479
Cl 4.992 -1.658 -1.224 0.8947
H 1.560 -3.769 -0.370 0.0474
H 0.803 -2.903 1.153 0.1519
H -1.219 -1.924 1.087 0.1388
H -0.715 -0.656 0.004 0.1345
H -3.171 -2.459 -0.652 0.1173
H -2.337 -1.598 -1.902 0.0001
H -2.773 0.670 -0.743 0.1010
H -4.015 -0.291 -1.044 0.0404
H -4.106 0.599 1.261 0.0510
H -2.587 -0.302 1.685 0.1074
H -3.892 -2.231 1.326 0.0001
H -4.766 -1.186 2.677 0.1577
H -6.395 -2.236 1.278 0.0169
H -5.681 -1.705 -0.241 0.1058
H -6.182 -0.503 0.840 0.0612

***

# 4
52
Properties=species:S:1:pos:R:3:mulliken_spin:R:1 method="wB97M-V/def2-TZVPD" largest_force_ha_per_bohr=0.03319 e_homo_ev="-8.45 / -9.53" multiplicity=2
C 2.435 -3.055 0.783 -0.0001
C 1.189 -3.824 0.347 -0.0001
C 0.808 -3.650 -1.129 -0.0005
C -0.391 -2.728 -1.410 0.0034
Cl -0.710 -2.921 -3.202 0.0004
C -1.654 -3.216 -0.694 0.0005
C -2.671 -2.175 -0.160 -0.0087
C -2.982 -2.501 1.301 0.0261
C -3.997 -2.353 -0.936 0.0132
N -2.265 -0.758 -0.352 0.3674
O -3.032 0.053 0.286 0.5510
C -0.830 -0.425 -0.212 0.0341
C -0.657 1.033 -0.640 -0.0158
C -0.321 -0.518 1.224 0.0371
C 0.012 -1.253 -1.178 0.0167
H 2.628 -3.296 1.824 0.0000
H 2.316 -1.982 0.712 0.0000
H 3.301 -3.399 0.229 0.0000
H 1.399 -4.876 0.507 -0.0001
H 0.382 -3.580 1.031 0.0000
H 1.655 -3.191 -1.632 0.0001
H 0.656 -4.609 -1.611 -0.0001
H -1.399 -3.879 0.119 -0.0008
H -2.175 -3.838 -1.404 0.0044
H -3.815 -1.918 1.668 -0.0025
H -2.114 -2.436 1.946 -0.0022
H -3.298 -3.539 1.311 -0.0003
H -4.563 -3.147 -0.467 -0.0013
H -4.589 -1.448 -0.866 0.0005
H -3.812 -2.559 -1.983 -0.0003
H -0.944 1.174 -1.674 -0.0156
H 0.394 1.260 -0.559 0.0054
H -1.196 1.700 0.019 0.0042
H 0.642 -0.025 1.265 0.0038
H -0.185 -1.531 1.583 -0.0062
H -0.990 0.024 1.885 -0.0111
H -0.066 -0.768 -2.142 -0.0006
H 1.055 -1.193 -0.914 -0.0023
C 2.437 6.975 -0.944 0.0000
C 1.453 6.610 0.147 0.0000
O 1.433 5.187 0.378 0.0001
C 2.399 4.705 1.149 0.0000
O 3.280 5.323 1.673 0.0000
C 2.205 3.190 1.321 0.0001
F 1.930 2.596 0.143 0.0000
F 1.180 2.945 2.160 0.0000
F 3.303 2.622 1.831 0.0000
H 2.217 6.420 -1.856 0.0000
H 2.379 8.041 -1.159 0.0000
H 3.458 6.738 -0.647 0.0000
H 0.439 6.866 -0.151 0.0000
H 1.671 7.131 1.078 0.0000